[1]
Computed, not measured: a cluster of 2 separate species, C6H13O2 in total in a non-equilibrium geometry, with wB97M-V/def2-TZVPD.

Properties
Frontier orbital gap = 5.8165 eV
Charge = -1
DFT total energy = -10526.266 eV
LUMO level = 3.505 eV

Positions of all 21 atoms, in Å:
C1 -2.111 -0.473 -0.918
O1 -3.135 0.392 -0.895
C2 -0.777 0.134 -0.358
C3 0.397 -0.875 -0.234
C4 0.817 -0.767 1.186
C5 1.666 0.189 1.575
C6 0.070 -1.655 2.173
H1 -1.928 -0.778 -2.007
H2 -2.285 -1.351 -0.257
H3 -1.079 0.627 0.573
H4 -0.454 1.008 -0.921
H5 1.127 -0.690 -1.029
H6 0.098 -1.907 -0.468
H7 2.048 0.374 2.572
H8 2.137 0.807 0.814
H9 -0.592 -2.291 1.594
H10 -0.549 -1.058 2.852
H11 0.759 -2.141 2.863
H12 1.787 2.977 -2.324
H13 2.192 1.952 -1.418
O2 2.572 2.529 -2.059


[2]
Computed, not measured: an isolated molecule of C9H6N2O2 in a non-equilibrium geometry, with wB97M-V/def2-TZVPD.

Properties
Frontier orbital gap = 9.1013 eV
Charge = 0
DFT total energy = -16503.212 eV
LUMO level = -0.460 eV

Positions of all 19 atoms, in Å:
C1 -2.306 -0.953 0.055
C2 1.406 2.156 -0.560
C3 1.038 2.020 0.818
C4 1.095 1.218 -1.407
C5 0.123 0.995 1.271
C6 0.290 0.144 -1.034
C7 -0.218 0.040 0.338
C8 0.138 -1.165 -1.855
C9 -0.989 -1.186 0.575
N1 -3.347 -0.749 -0.332
N2 -0.779 -1.968 1.628
O1 0.479 -1.227 -3.017
O2 -0.389 -2.027 -1.075
H1 1.954 3.004 -0.792
H2 1.430 2.734 1.486
H3 1.455 1.077 -2.344
H4 -0.276 0.775 2.285
H5 0.199 -2.040 2.071
H6 -1.303 -2.848 1.889


[3]
Computed, not measured: an isolated molecule of C22H29N3O5S, with wB97M-V/def2-TZVPD.

Properties
Frontier orbital gap = 8.8604 eV
SMILES = CCOc1ccc(N(CC(=O)Nc2ccccc2C(=O)N[C@H](C)CC)S(C)(=O)=O)cc1
Charge = 0
DFT total energy = -48828.766 eV
LUMO level = 0.527 eV

Positions of all 60 atoms, in Å:
C1 4.785 3.751 2.830
C2 5.303 3.490 1.418
O1 5.424 2.112 1.128
C3 4.315 1.380 0.835
C4 3.021 1.876 0.710
C5 1.977 1.026 0.392
C6 2.207 -0.325 0.195
N1 1.100 -1.150 -0.162
C7 1.005 -2.462 0.440
C8 -0.441 -2.791 0.825
O2 -0.853 -3.930 0.859
N2 -1.164 -1.679 1.099
C9 -2.540 -1.574 1.273
C10 -3.309 -2.646 1.722
C11 -4.672 -2.504 1.892
C12 -5.291 -1.293 1.625
C13 -4.541 -0.230 1.158
C14 -3.169 -0.354 0.961
C15 -2.364 0.788 0.443
O3 -1.211 0.999 0.802
N3 -2.978 1.564 -0.468
C16 -2.331 2.706 -1.089
C17 -3.369 3.801 -1.314
C18 -1.593 2.303 -2.377
C19 -2.483 1.636 -3.421
S1 0.905 -1.186 -1.841
C20 -0.842 -1.618 -2.052
O4 1.697 -2.238 -2.409
O5 1.088 0.143 -2.337
C21 3.499 -0.827 0.302
C22 4.538 0.017 0.628
H1 5.442 3.278 3.555
H2 3.785 3.346 2.957
H3 4.762 4.821 3.019
H4 6.323 3.876 1.321
H5 4.674 3.989 0.671
H6 2.806 2.923 0.853
H7 0.972 1.404 0.305
H8 1.365 -3.243 -0.242
H9 1.611 -2.494 1.350
H10 -0.682 -0.782 0.988
H11 -2.823 -3.583 1.933
H12 -5.254 -3.340 2.249
H13 -6.353 -1.177 1.780
H14 -5.024 0.719 0.972
H15 -3.899 1.321 -0.796
H16 -1.581 3.056 -0.371
H17 -4.160 3.455 -1.975
H18 -3.815 4.099 -0.368
H19 -2.899 4.671 -1.763
H20 -0.774 1.628 -2.121
H21 -1.149 3.203 -2.805
H22 -1.875 1.332 -4.269
H23 -2.965 0.747 -3.018
H24 -3.251 2.316 -3.782
H25 -1.038 -1.574 -3.116
H26 -1.431 -0.881 -1.525
H27 -1.016 -2.618 -1.678
H28 3.691 -1.873 0.119
H29 5.547 -0.355 0.715


[4]
Computed, not measured: an isolated molecule of CH6N4S in a non-equilibrium geometry, with wB97M-V/def2-TZVPD.

Properties
Frontier orbital gap = 9.1806 eV
SMILES = NNC(=S)NN
Charge = 0
DFT total energy = -17926.285 eV
LUMO level = 0.303 eV

Positions of all 12 atoms, in Å:
N1 2.159 0.297 -0.733
N2 0.783 0.892 -0.272
C1 -0.292 -0.001 0.345
S1 -0.878 0.381 1.758
N3 -0.824 -0.956 -0.558
N4 -0.411 -0.886 -1.932
H1 1.945 -0.261 -1.702
H2 2.435 -0.465 0.064
H3 0.865 1.476 0.482
H4 -1.710 -1.489 -0.424
H5 -0.303 0.175 -2.054
H6 0.614 -0.964 -2.097


[5]
Computed, not measured: a structure of composition C47H41BrCaF9IN3O7P in a non-equilibrium geometry, with wB97M-V/def2-TZVPD.

Properties
Frontier orbital gap = 7.4155 eV
Charge = 0
DFT total energy = -198540.292 eV
LUMO level = -0.210 eV

Positions of all 111 atoms, in Å:
Ca1 -0.170 -1.824 1.591
C1 -4.127 -1.574 -0.977
O1 -3.160 -1.491 0.059
C2 -2.558 -0.225 0.208
C3 -2.675 0.284 1.648
O2 -1.600 -0.274 2.458
C4 -1.825 -0.238 3.885
C5 -0.680 -0.926 4.618
O3 -0.442 -2.192 4.010
C6 0.460 -3.008 4.773
H1 -3.661 -1.559 -1.967
H2 -4.850 -0.757 -0.911
H3 -4.650 -2.520 -0.853
H4 -3.022 0.494 -0.469
H5 -1.490 -0.313 -0.046
H6 -3.637 -0.033 2.054
H7 -2.612 1.370 1.686
H8 -2.766 -0.744 4.098
H9 -1.902 0.794 4.222
H10 -0.965 -1.051 5.665
H11 0.220 -0.323 4.567
H12 1.393 -2.475 4.965
H13 0.680 -3.895 4.191
H14 -0.010 -3.284 5.719
C7 3.481 -0.113 -0.666
C8 2.644 -1.056 -1.483
N1 3.149 -1.503 -2.613
C9 2.442 -2.402 -3.350
C10 1.283 -2.967 -2.912
C11 0.655 -4.038 -3.762
O4 -0.660 -3.688 -4.234
C12 0.744 -2.539 -1.670
C13 -0.355 -3.372 -1.149
N2 -0.772 -3.553 0.064
C14 -1.573 -4.739 0.247
C15 -1.234 -5.890 -0.472
C16 -1.990 -7.047 -0.416
C17 -3.124 -7.093 0.381
C18 -3.430 -6.002 1.178
C19 -2.652 -4.849 1.144
I1 -3.153 -3.405 2.577
C20 1.351 -1.452 -0.998
O5 0.762 -0.813 -0.039
H15 4.530 -0.316 -0.875
H16 3.289 -0.232 0.401
H17 3.277 0.930 -0.936
H18 2.884 -2.706 -4.295
H19 0.532 -4.973 -3.219
H20 1.317 -4.243 -4.602
H21 -0.553 -2.981 -4.879
H22 -0.809 -3.995 -1.909
H23 -0.325 -5.878 -1.063
H24 -1.679 -7.915 -0.986
H25 -3.755 -7.974 0.402
H26 -4.279 -6.043 1.848
Br1 0.623 2.362 3.539
C21 2.165 1.226 3.470
C22 3.367 1.748 3.908
C23 4.473 0.912 3.853
C24 4.330 -0.380 3.381
C25 3.075 -0.803 2.979
N3 1.995 -0.001 3.017
C26 2.880 -2.228 2.487
O6 3.851 -2.968 2.544
O7 1.691 -2.510 2.074
H27 3.429 2.763 4.275
H28 5.438 1.273 4.190
H29 5.154 -1.075 3.304
F1 -0.453 0.550 -6.883
C27 0.668 0.228 -6.208
F2 1.700 0.782 -6.857
F3 0.797 -1.114 -6.303
C28 0.588 0.670 -4.779
C29 1.359 1.715 -4.304
C30 1.222 2.134 -2.981
C31 0.314 1.513 -2.132
C32 -0.428 0.431 -2.626
C33 -0.303 0.018 -3.939
P1 0.009 1.954 -0.373
C34 1.279 3.256 -0.069
C35 1.183 4.568 -0.532
C36 2.192 5.490 -0.279
C37 3.315 5.095 0.427
C38 3.430 3.797 0.900
C39 2.408 2.888 0.661
C40 4.430 6.060 0.703
F4 4.716 6.116 2.019
F5 4.134 7.307 0.304
F6 5.562 5.692 0.077
C41 -1.479 3.065 -0.478
C42 -1.757 3.878 0.632
C43 -2.971 4.540 0.754
C44 -3.938 4.391 -0.231
C45 -3.677 3.615 -1.344
C46 -2.455 2.958 -1.465
C47 -5.289 5.018 -0.068
F7 -5.817 5.383 -1.248
F8 -6.160 4.160 0.501
F9 -5.246 6.110 0.716
H30 2.071 2.203 -4.959
H31 1.843 2.947 -2.620
H32 -1.104 -0.106 -1.969
H33 -0.893 -0.816 -4.307
H34 0.308 4.882 -1.093
H35 2.106 6.510 -0.634
H36 4.311 3.497 1.457
H37 2.476 1.877 1.045
H38 -1.012 3.985 1.417
H39 -3.168 5.168 1.616
H40 -4.423 3.521 -2.123
H41 -2.267 2.360 -2.351


[6]
Computed, not measured: an isolated molecule of C17H19NOS, with wB97M-V/def2-TZVPD.

Properties
Frontier orbital gap = 8.9022 eV
SMILES = Cc1ccc(SCC(=O)NCc2ccccc2C)cc1
Charge = 0
DFT total energy = -32311.193 eV
LUMO level = 0.677 eV

Positions of all 39 atoms, in Å:
C1 -2.299 4.975 3.250
C2 -1.286 4.051 2.648
C3 -0.130 4.546 2.053
C4 0.816 3.692 1.523
C5 0.620 2.317 1.576
S1 1.894 1.310 0.861
C6 1.493 -0.368 1.434
C7 0.264 -0.999 0.788
O1 -0.422 -1.793 1.400
N1 0.037 -0.614 -0.475
C8 -1.020 -1.163 -1.304
C9 -0.451 -2.126 -2.319
C10 0.121 -1.604 -3.472
C11 0.702 -2.428 -4.418
C12 0.715 -3.796 -4.210
C13 0.148 -4.321 -3.063
C14 -0.437 -3.506 -2.101
C15 -1.052 -4.122 -0.881
C16 -0.530 1.806 2.157
C17 -1.467 2.675 2.689
H1 -2.089 5.117 4.311
H2 -3.301 4.564 3.159
H3 -2.270 5.950 2.768
H4 0.033 5.613 2.007
H5 1.713 4.080 1.065
H6 1.386 -0.368 2.518
H7 2.368 -0.966 1.170
H8 0.696 0.016 -0.912
H9 -1.727 -1.654 -0.635
H10 -1.522 -0.335 -1.814
H11 0.104 -0.535 -3.632
H12 1.141 -2.006 -5.310
H13 1.166 -4.453 -4.939
H14 0.161 -5.391 -2.907
H15 -2.139 -4.063 -0.939
H16 -0.775 -5.171 -0.806
H17 -0.738 -3.613 0.028
H18 -0.714 0.745 2.202
H19 -2.358 2.267 3.143


[7]
Computed, not measured: a cluster of 4 separate species, C20H29F2N4O2 in total in a non-equilibrium geometry, with wB97M-V/def2-TZVPD.

Properties
Frontier orbital gap = 6.8091 eV
Charge = +1
DFT total energy = -36678.256 eV
LUMO level = -5.944 eV

Positions of all 57 atoms, in Å:
O1 -2.186 8.016 -1.003
C1 -2.087 7.628 0.277
O2 -2.160 8.569 1.443
F1 -0.914 8.674 1.842
C2 -1.876 6.031 0.679
C3 -1.703 4.954 -0.556
C4 -1.524 3.362 -0.124
N1 -1.518 2.986 1.340
C5 -1.309 1.497 1.666
C6 0.328 1.243 1.430
F2 0.960 1.195 2.777
C7 -1.650 3.925 2.518
C8 -1.842 5.534 2.247
H1 -1.703 5.282 -1.681
H2 -1.398 2.510 -0.950
H3 -1.952 0.801 0.977
H4 -1.500 1.304 2.814
H5 0.515 0.294 0.771
H6 0.806 2.168 0.868
H7 -1.588 3.457 3.610
H8 -1.950 6.239 3.191
C9 2.319 -0.152 -3.030
C10 1.496 1.119 -3.221
C11 2.313 2.394 -3.007
C12 2.857 2.423 -1.587
N2 3.307 2.447 -0.410
H9 2.699 -0.237 -2.007
H10 1.702 -1.036 -3.221
H11 3.171 -0.175 -3.718
H12 0.647 1.099 -2.527
H13 1.083 1.125 -4.236
H14 1.684 3.275 -3.168
H15 3.149 2.439 -3.714
C13 -3.713 -2.783 0.949
C14 -2.548 -3.508 1.615
C15 -1.343 -2.597 1.859
C16 -0.833 -2.054 0.534
N3 -0.410 -1.603 -0.565
H16 -3.444 -2.410 -0.044
H17 -4.561 -3.464 0.821
H18 -4.047 -1.934 1.558
H19 -2.252 -4.356 0.986
H20 -2.885 -3.919 2.573
H21 -0.541 -3.159 2.349
H22 -1.618 -1.761 2.510
C17 3.005 -6.794 -0.564
C18 2.985 -5.379 0.007
C19 1.596 -4.740 -0.036
C20 1.118 -4.647 -1.476
N4 0.722 -4.570 -2.671
H23 2.729 -6.806 -1.623
H24 4.010 -7.221 -0.485
H25 2.313 -7.447 -0.019
H26 3.697 -4.761 -0.552
H27 3.332 -5.410 1.046
H28 1.631 -3.734 0.396
H29 0.880 -5.333 0.543


[8]
Computed, not measured: a cluster of 5 separate species, C24H56N2O5 in total in a non-equilibrium geometry, with wB97M-V/def2-TZVPD.

Properties
Frontier orbital gap = 8.5339 eV
SMILES = CC1(C)CCCC(C)(C)N1O.CC1(C)CCCC(C)(C)N1O.CC(C)O.CC(C)O.O
Charge = 0
DFT total energy = -39011.933 eV
LUMO level = 0.405 eV

Positions of all 87 atoms, in Å:
C1 -11.736 -15.554 -16.970
C2 -12.118 -16.807 -17.792
C3 -11.418 -18.023 -17.148
C4 -13.639 -16.908 -17.733
C5 -14.181 -17.943 -18.692
C6 -13.739 -17.658 -20.111
C7 -12.232 -17.431 -20.266
C8 -11.518 -18.794 -20.244
C9 -11.916 -16.752 -21.598
N1 -11.735 -16.559 -19.185
O1 -10.370 -16.244 -19.319
H1 -12.141 -14.681 -17.484
H2 -12.050 -15.623 -15.932
H3 -10.646 -15.487 -17.001
H4 -11.976 -18.948 -17.308
H5 -10.440 -18.134 -17.615
H6 -11.344 -17.905 -16.068
H7 -13.986 -17.000 -16.702
H8 -14.080 -15.928 -17.965
H9 -13.952 -18.947 -18.306
H10 -15.274 -18.036 -18.666
H11 -14.301 -16.811 -20.521
H12 -14.066 -18.477 -20.760
H13 -10.434 -18.696 -20.288
H14 -11.758 -19.310 -21.184
H15 -11.887 -19.411 -19.432
H16 -12.347 -17.297 -22.441
H17 -10.836 -16.822 -21.758
H18 -12.193 -15.701 -21.672
H19 -10.378 -15.310 -19.553
C10 -21.804 -16.110 -16.187
C11 -21.092 -15.804 -14.843
C12 -21.145 -17.101 -14.036
C13 -19.607 -15.539 -15.135
C14 -19.376 -14.152 -15.734
C15 -19.961 -13.091 -14.802
C16 -21.441 -13.340 -14.451
C17 -21.735 -12.463 -13.220
C18 -22.352 -12.912 -15.611
N2 -21.639 -14.724 -14.010
O2 -23.029 -14.979 -13.809
H20 -21.573 -15.359 -16.937
H21 -21.389 -17.063 -16.522
H22 -22.872 -16.259 -16.044
H23 -20.528 -17.899 -14.451
H24 -20.757 -16.980 -13.018
H25 -22.177 -17.436 -13.907
H26 -18.990 -15.569 -14.235
H27 -19.284 -16.275 -15.871
H28 -18.307 -13.941 -15.819
H29 -19.784 -14.138 -16.748
H30 -20.011 -12.162 -15.373
H31 -19.349 -13.068 -13.903
H32 -21.142 -12.798 -12.365
H33 -22.778 -12.571 -12.911
H34 -21.509 -11.406 -13.363
H35 -22.257 -11.859 -15.878
H36 -23.407 -13.031 -15.357
H37 -22.138 -13.531 -16.481
H38 -23.035 -15.220 -12.876
C19 -19.758 -15.485 -20.043
C20 -18.737 -16.469 -19.494
C21 -18.089 -17.282 -20.607
O3 -17.762 -15.805 -18.703
H39 -20.469 -15.999 -20.695
H40 -19.239 -14.770 -20.686
H41 -20.332 -15.030 -19.239
H42 -19.243 -17.212 -18.869
H43 -17.614 -16.649 -21.363
H44 -18.847 -17.896 -21.097
H45 -17.303 -17.942 -20.234
H46 -17.373 -15.076 -19.200
C22 -17.174 -17.328 -12.969
C23 -16.125 -16.217 -13.053
C24 -15.472 -15.853 -11.733
O4 -15.138 -16.553 -14.021
H47 -17.930 -17.054 -12.225
H48 -16.792 -18.330 -12.748
H49 -17.693 -17.463 -13.919
H50 -16.730 -15.384 -13.446
H51 -15.552 -16.708 -11.062
H52 -15.987 -14.992 -11.307
H53 -14.437 -15.563 -11.894
H54 -15.513 -16.572 -14.915
O5 -16.567 -17.099 -16.438
H55 -16.945 -16.744 -17.265
H56 -16.802 -18.034 -16.432


charge of number 5 (C47H41BrCaF9IN3O7P)?
0